[1]
The following is a DFT calculation (ωB97M-V/def2-TZVPD) of a cluster of 2 separate species, C2H7NO4P in total.

The total charge is -1. For the HOMO energy, the calculation gives -3.219 eV.

XYZ file:
```
15
C2H7NO4P | the Open Molecules 2025 dataset | ωB97M-V/def2-TZVPD
C -2.293 -0.382 0.536
C 2.504 0.007 -0.186
N -0.508 -1.419 -0.717
O 0.455 1.261 1.520
O -0.362 2.385 -0.658
O -1.472 -1.572 0.352
O 1.727 0.989 -0.785
P 0.374 1.320 0.010
H -2.962 -0.757 1.265
H -2.711 -0.136 -0.417
H -1.556 0.458 0.735
H 3.390 0.447 0.025
H 2.481 -0.827 -0.901
H 2.090 -0.427 0.780
H -1.156 -1.348 -1.557
```

Mulliken atomic charge list, values in e, 5 entries: C -0.32; C -0.74; N -0.51; O -0.61; O -0.62

***

[2]
The following is a DFT calculation (ωB97M-V/def2-TZVPD) of a structure of composition C25H46O3P2STi.

The total charge is +1. For the HOMO energy (spin up / spin down), the calculation gives -11.084 / -11.086 eV. As for the spin multiplicity: 2.

XYZ file:
```
78
C25H46O3P2STi | the Open Molecules 2025 dataset | ωB97M-V/def2-TZVPD
Ti -1.094 0.921 -1.882
C -0.203 0.299 0.625
C 0.791 0.798 -0.291
C -0.866 2.464 -0.020
C -1.209 1.336 0.802
C 0.428 2.150 -0.649
C 0.019 -0.806 1.630
H 0.364 -1.781 1.192
H -0.893 -1.006 2.236
H 0.795 -0.486 2.353
C -2.180 1.395 1.963
H -1.729 1.066 2.914
H -3.125 0.841 1.801
H -2.466 2.455 2.072
C -1.375 3.842 0.295
H -1.527 3.913 1.383
H -2.338 4.068 -0.182
H -0.638 4.605 0.024
C 1.345 3.203 -1.188
H 1.634 3.945 -0.414
H 0.820 3.783 -1.972
H 2.280 2.787 -1.603
C 2.148 0.203 -0.476
H 2.850 0.645 0.234
H 2.582 0.396 -1.479
H 2.189 -0.884 -0.266
C 0.988 -4.138 -1.531
C 2.283 -3.924 -1.205
C 3.299 -3.160 -2.052
C 3.090 -3.241 -3.623
C 2.679 -2.008 -4.296
C 1.517 -1.436 -3.878
C 0.884 -1.796 -2.583
C 0.196 -3.187 -2.438
H 4.259 -3.592 -1.771
H 2.332 -4.007 -3.846
H 3.388 -2.095 -1.728
H -0.036 -3.722 -3.378
H 0.431 -5.046 -1.148
H 2.757 -4.448 -0.356
H -0.787 -2.969 -1.997
H 1.741 -1.808 -1.926
H 1.101 -0.507 -4.308
H 0.333 -1.045 -1.990
H 4.082 -3.527 -4.003
H 3.197 -1.627 -5.161
P -1.104 -1.396 -4.920
P -1.093 1.782 -4.322
C -1.197 -0.246 -6.395
C -1.816 1.063 -5.976
H -1.761 -0.760 -7.170
H -0.185 -0.103 -6.778
H -1.644 1.790 -6.789
H -2.911 0.986 -5.889
C -1.776 3.468 -4.673
H -1.370 4.166 -3.928
H -2.870 3.466 -4.582
H -1.503 3.836 -5.678
C 0.513 2.132 -5.182
H 0.359 2.435 -6.229
H 1.175 1.266 -5.180
H 1.011 2.951 -4.655
C -2.800 -2.084 -4.870
H -2.936 -2.562 -3.892
H -2.927 -2.813 -5.684
H -3.526 -1.269 -4.960
C -0.334 -2.790 -5.892
H 0.717 -2.565 -6.098
H -0.864 -2.905 -6.836
H -0.382 -3.733 -5.348
C -3.110 -2.193 0.501
S -3.505 -1.251 -0.987
O -3.742 -2.210 -2.031
O -4.447 -0.185 -0.716
O -2.128 -0.536 -1.387
H -3.812 -3.004 0.738
H -3.170 -1.453 1.318
H -2.076 -2.570 0.383
```

Mulliken atomic charge list, values in e, 5 entries: Ti 0.09; C 1.82; C 0.61; C 0.69; C 0.47

***

[3]
The following is a DFT calculation (ωB97M-V/def2-TZVPD) of a cluster of 2 separate species, C3H11NOS2 in total.

For the HOMO energy, the calculation gives -8.508 eV. As for the SMILES: NCCCSS.O.

XYZ file:
```
18
C3H11NOS2 | the Open Molecules 2025 dataset | ωB97M-V/def2-TZVPD
S 2.804 1.851 -0.061
S 1.718 1.155 1.516
C 0.429 0.068 0.908
C 0.814 -0.786 -0.293
C -0.230 -1.865 -0.675
N -1.467 -1.799 0.133
H 1.945 2.713 -0.640
H 0.329 -0.639 1.729
H -0.533 0.549 0.767
H 1.039 -0.174 -1.162
H 1.722 -1.283 -0.057
H -0.593 -1.590 -1.648
H 0.208 -2.853 -0.641
H -2.193 -2.307 -0.351
H -1.410 -2.138 1.080
H -1.760 2.602 0.388
H -1.690 3.360 -0.876
O -1.131 3.138 -0.116
```

Mulliken atomic charge list, values in e, 5 entries: S -0.24; S -0.08; C -0.51; C -0.61; C -0.56

***

[4]
The following is a DFT calculation (ωB97M-V/def2-TZVPD) of a structure of composition C12H21Cl6Mg2O6.

The total charge is +1. For the HOMO energy, the calculation gives -12.552 eV.

XYZ file:
```
47
C12H21Cl6Mg2O6 | the Open Molecules 2025 dataset | ωB97M-V/def2-TZVPD
Mg -1.504 -0.902 -3.567
Mg -1.926 -2.646 -0.529
C 0.845 -4.437 -3.550
C -0.598 -4.052 -3.284
O -0.934 -2.796 -3.239
O -1.432 -4.946 -3.144
H 0.929 -4.991 -4.481
H 1.298 -5.038 -2.763
H 1.455 -3.534 -3.633
C -1.650 1.320 -0.336
C -1.868 -0.151 -0.512
O -1.711 -0.763 -1.617
O -2.110 -0.904 0.487
H -0.571 1.478 -0.283
H -2.039 1.739 0.587
H -2.106 1.769 -1.219
C -0.271 2.041 -5.648
C -0.842 0.863 -4.904
O -1.843 0.955 -4.122
O -0.240 -0.258 -4.933
H 0.323 2.693 -5.015
H -1.087 2.604 -6.103
H 0.338 1.650 -6.461
Cl 1.613 1.101 1.504
C 3.385 1.155 1.434
C 3.881 1.403 0.012
Cl 5.628 1.679 0.041
H 3.764 0.182 1.737
H 3.772 1.934 2.084
H 3.467 2.314 -0.415
H 3.656 0.571 -0.650
Cl -2.175 4.222 3.705
C -0.841 3.034 3.559
C 0.496 3.693 3.928
Cl 0.524 4.233 5.609
H -0.812 2.808 2.494
H -1.010 2.123 4.122
H 0.774 4.406 3.159
H 1.207 2.866 3.887
Cl -2.179 -0.535 4.197
C -1.032 -1.858 4.483
C -1.374 -2.986 3.519
Cl -0.445 -4.419 3.879
H -1.110 -2.195 5.513
H -0.039 -1.440 4.339
H -1.185 -2.739 2.475
H -2.422 -3.248 3.656
```

Mulliken atomic charge list, values in e, 5 entries: Mg 0.64; Mg 1.01; C -0.88; C 0.51; O -0.53

***

[5]
The following is a DFT calculation (ωB97M-V/def2-TZVPD) of a structure of composition C4H8O3.

For the HOMO energy, the calculation gives -8.854 eV.

XYZ file:
```
15
C4H8O3 | the Open Molecules 2025 dataset | ωB97M-V/def2-TZVPD
C 1.357 -0.314 2.357
C -0.289 0.783 -2.096
C -0.633 -0.061 -0.928
C -1.830 -0.447 -0.506
O 0.843 0.381 0.206
O 0.627 -0.907 -0.392
O 0.428 0.422 1.581
H 1.336 -1.364 2.058
H 2.369 0.088 2.299
H 0.994 -0.192 3.378
H 0.077 1.760 -1.761
H 0.496 0.321 -2.698
H -1.166 0.969 -2.694
H -2.663 -0.395 -1.185
H -1.945 -1.044 0.383
```

Mulliken atomic charge list, values in e, 5 entries: C -0.50; C -1.20; C 0.98; C -0.94; O -0.09

***

[6]
The following is a DFT calculation (ωB97M-V/def2-TZVPD) of a cluster of 2 separate species, F2H2S2Si in total.

For the HOMO energy, the calculation gives -9.685 eV. As for the SMILES: F[Si](=S)S.F.

XYZ file:
```
7
F2H2S2Si | the Open Molecules 2025 dataset | ωB97M-V/def2-TZVPD
F 0.254 0.031 -2.028
F 3.270 0.122 0.611
Si 1.762 -0.207 0.298
S 1.074 -1.930 0.913
S 1.084 1.857 0.145
H 0.615 0.768 -2.160
H -0.165 1.545 0.305
```

Mulliken atomic charge list, values in e, 5 entries: F -0.33; F -0.18; Si 0.62; S -0.34; S -0.34

***

[7]
The following is a DFT calculation (ωB97M-V/def2-TZVPD) of a cluster of 2 separate species, C2H10N2O3 in total.

For the HOMO energy, the calculation gives -9.512 eV.

XYZ file:
```
17
C2H10N2O3 | the Open Molecules 2025 dataset | ωB97M-V/def2-TZVPD
C 1.433 0.254 0.089
N 1.060 0.798 -1.193
O 0.857 0.785 1.106
O 2.815 0.092 0.158
O 0.877 -1.326 0.018
H -0.501 0.321 1.126
H 3.009 -0.165 1.068
H 1.222 -1.733 -0.783
H 1.042 1.808 -1.108
H 1.735 0.544 -1.905
C -2.258 0.131 -0.185
N -1.370 -0.414 0.858
H -1.875 -0.783 1.657
H -0.661 -1.127 0.442
H -2.935 -0.636 -0.563
H -2.833 0.968 0.209
H -1.618 0.483 -0.992
```

Mulliken atomic charge list, values in e, 5 entries: C 0.67; N -0.52; O -0.85; O -0.52; O -0.70

***

[8]
The following is a DFT calculation (ωB97M-V/def2-TZVPD) of an isolated molecule of C7H9N.

For the HOMO energy (spin up / spin down), the calculation gives -7.112 / -9.595 eV.

XYZ file:
```
17
C7H9N | the Open Molecules 2025 dataset | ωB97M-V/def2-TZVPD
C -0.252 0.820 -0.795
C 0.264 1.000 -2.137
C 0.337 -0.271 0.013
C 0.788 0.314 1.361
C 0.136 0.196 2.511
N 1.331 -1.038 -0.582
C -1.064 -0.946 -0.010
C -2.052 -1.633 0.035
H -0.925 1.521 -0.318
H 1.501 -1.837 0.028
H 1.729 0.844 1.282
H 0.189 0.020 -2.647
H 1.361 1.122 -2.101
H -0.161 1.837 -2.687
H -0.817 -0.313 2.582
H 0.545 0.626 3.418
H -2.910 -2.262 0.048
```

Mulliken atomic charge list, values in e, 5 entries: C -0.55; C -1.07; C 1.70; C -0.63; C -0.71

***

[9]
The following is a DFT calculation (ωB97M-V/def2-TZVPD) of an isolated molecule of C2H5ClNOP.

For the HOMO energy (spin up / spin down), the calculation gives -9.115 / -8.789 eV.

XYZ file:
```
11
C2H5ClNOP | the Open Molecules 2025 dataset | ωB97M-V/def2-TZVPD
C 0.136 0.997 0.061
C 0.918 -0.341 -0.244
N -1.710 -0.114 0.849
O -1.257 0.817 -0.043
P -0.182 -1.899 -0.038
Cl 1.647 -0.513 -1.910
H 0.545 1.223 1.134
H 0.398 1.876 -0.687
H 1.769 -0.410 0.316
H -1.368 0.149 1.825
H -0.897 -1.787 -1.262
```

Mulliken atomic charge list, values in e, 5 entries: C -0.33; C -0.27; N -0.47; O -0.17; P 0.15

***

[10]
The following is a DFT calculation (ωB97M-V/def2-TZVPD) of a cluster of 3 separate species, C3H14N2O2 in total.

For the HOMO energy, the calculation gives -8.710 eV. As for the SMILES: C[C@@H](N)CN.O.O.

XYZ file:
```
21
C3H14N2O2 | the Open Molecules 2025 dataset | ωB97M-V/def2-TZVPD
N -0.052 1.808 -0.392
C -0.990 0.723 -0.279
C -2.393 1.196 -0.654
C -1.114 -0.008 1.074
N 0.103 -0.450 1.675
H 0.853 1.718 -0.807
H -0.418 2.697 -0.687
H -0.579 -0.039 -0.968
H -3.179 0.501 -0.364
H -2.627 1.471 -1.680
H -2.603 2.020 0.043
H -1.523 0.783 1.728
H -1.903 -0.755 1.071
H 0.672 0.143 2.251
H 0.278 -1.406 1.937
H 3.272 -0.989 -2.523
H 2.635 -1.859 -1.494
O 2.715 -1.768 -2.467
H 1.595 -1.541 0.608
H 2.827 -2.187 1.398
O 2.432 -2.056 0.529
```

Mulliken atomic charge list, values in e, 5 entries: N -0.58; C 0.63; C -1.47; C -0.93; N -0.51

***

[11]
The following is a DFT calculation (ωB97M-V/def2-TZVPD) of a cluster of 6 separate species, C12H33Cl6O12P3 in total.

For the HOMO energy, the calculation gives -10.538 eV. As for the SMILES: COP(=O)(OC)OC.COP(=O)(OC)OC.COP(=O)(OC)OC.ClCCl.ClCCl.ClCCl.

XYZ file:
```
66
C12H33Cl6O12P3 | the Open Molecules 2025 dataset | ωB97M-V/def2-TZVPD
C -3.463 -2.061 0.744
Cl -3.512 -2.439 -0.953
Cl -3.282 -3.526 1.696
H -2.557 -1.484 0.908
H -4.409 -1.594 1.008
C 0.548 0.998 1.411
Cl -0.216 -0.521 1.036
Cl 2.336 0.745 1.337
H 0.247 1.686 0.624
H 0.358 1.397 2.404
C -2.340 3.401 -1.115
Cl -3.957 4.075 -1.549
Cl -2.514 1.842 -0.347
H -1.701 3.402 -1.996
H -1.897 4.108 -0.418
C -6.029 -2.115 4.214
O -6.004 -0.830 4.766
P -5.419 0.378 3.901
O -5.772 0.418 2.473
O -5.810 1.695 4.728
C -5.392 1.941 6.064
O -3.829 0.224 4.191
C -2.928 1.072 3.514
H -7.042 -2.325 3.876
H -5.723 -2.750 5.047
H -5.263 -2.230 3.448
H -4.689 2.775 6.085
H -4.858 1.110 6.525
H -6.273 2.223 6.638
H -2.198 1.522 4.186
H -3.411 1.828 2.892
H -2.374 0.502 2.765
C 7.017 -1.467 -0.488
O 6.896 -2.603 0.372
P 5.922 -3.869 -0.006
O 5.927 -5.009 0.958
O 6.284 -4.212 -1.532
C 7.370 -5.076 -1.851
O 4.492 -3.133 -0.181
C 3.963 -2.437 0.929
H 6.767 -0.548 0.041
H 6.383 -1.598 -1.364
H 8.063 -1.338 -0.769
H 8.197 -4.548 -2.325
H 7.048 -5.849 -2.548
H 7.743 -5.566 -0.952
H 4.096 -2.879 1.916
H 2.879 -2.402 0.815
H 4.324 -1.411 0.855
C -0.776 3.066 -5.667
O -0.499 3.079 -4.268
P 0.638 2.108 -3.613
O 0.778 2.318 -2.160
O 0.275 0.612 -4.049
C -0.832 -0.033 -3.432
O 1.985 2.453 -4.500
C 2.478 3.770 -4.581
H -0.270 3.871 -6.202
H -1.842 3.115 -5.883
H -0.410 2.175 -6.183
H -1.566 -0.292 -4.193
H -1.274 0.648 -2.704
H -0.536 -0.903 -2.846
H 2.077 4.389 -3.774
H 2.222 4.282 -5.509
H 3.553 3.822 -4.409
```

Mulliken atomic charge list, values in e, 5 entries: C 0.76; Cl -0.17; Cl -0.19; H -0.51; H 0.09

***

[12]
The following is a DFT calculation (ωB97M-V/def2-TZVPD) of a structure of composition C29H33CrN14O7PSSe.

The total charge is +1. For the HOMO energy (spin up / spin down), the calculation gives -10.720 / -10.720 eV. As for the spin multiplicity: 4.

XYZ file:
```
87
C29H33CrN14O7PSSe | the Open Molecules 2025 dataset | ωB97M-V/def2-TZVPD
Cr 1.935 -1.602 -0.658
N 0.515 -5.502 -1.828
C 0.954 -4.245 -1.732
S 0.223 -3.211 -0.524
N 1.836 -3.851 -2.654
N 2.050 -2.527 -2.490
C 2.332 -1.751 -3.473
C 2.105 -0.322 -3.223
C 2.274 0.647 -4.195
C 1.847 1.942 -3.920
C 1.253 2.217 -2.705
C 1.129 1.190 -1.775
N 1.559 -0.042 -2.025
H 0.033 -5.909 -1.045
H 1.053 -6.122 -2.411
H 2.462 -2.143 -4.478
H 2.706 0.385 -5.150
H 1.962 2.718 -4.665
H 0.878 3.201 -2.462
H 0.673 1.351 -0.807
C -0.191 0.024 4.232
N 0.585 -0.008 2.985
C 0.465 -0.845 1.962
N 1.377 -0.521 1.035
C 2.016 0.544 1.575
N 1.570 0.885 2.744
C -0.926 1.320 4.452
C -0.586 2.147 5.508
C -1.293 3.312 5.741
C -2.338 3.676 4.922
C -2.686 2.874 3.834
C -1.982 1.687 3.596
C -3.806 3.299 2.972
N -4.513 4.363 3.075
N -5.446 4.331 2.041
C -5.222 3.263 1.372
O -4.187 2.517 1.905
C -5.894 2.795 0.148
C -6.979 3.528 -0.336
C -7.610 3.130 -1.497
C -7.157 2.025 -2.195
C -6.079 1.291 -1.731
C -5.547 0.142 -2.534
N -4.221 0.418 -3.018
C -3.046 0.192 -2.435
N -2.079 0.781 -3.104
C -2.755 1.380 -4.119
N -4.046 1.193 -4.106
C -5.452 1.671 -0.539
H 0.502 -0.193 5.046
H -0.877 -0.821 4.160
H -0.219 -1.678 1.938
H 2.819 1.054 1.069
H 0.227 1.868 6.166
H -1.029 3.943 6.578
H -2.896 4.585 5.099
H -2.265 1.051 2.765
H -7.311 4.403 0.206
H -8.451 3.696 -1.873
H -7.637 1.739 -3.123
H -6.171 -0.044 -3.406
H -5.494 -0.778 -1.949
H -2.952 -0.416 -1.549
H -2.281 1.958 -4.894
H -4.603 1.114 -0.165
O 2.068 -4.182 2.499
Se 3.173 -4.300 1.336
O 2.915 -5.321 0.112
O 3.096 -2.651 0.577
O 4.736 -4.254 1.788
N 5.567 -0.056 2.118
C 4.900 -1.338 1.906
P 4.710 -1.673 0.111
O 6.131 -0.937 -0.304
O 3.708 -0.816 -0.722
C 5.281 -3.140 -0.848
N 5.702 -2.590 -2.197
H 6.315 -0.253 0.375
H 6.164 -0.085 2.933
H 4.904 0.695 2.255
H 3.926 -1.438 2.382
H 5.517 -2.155 2.278
H 4.530 -3.900 -1.032
H 6.162 -3.580 -0.395
H 6.123 -3.316 -2.774
H 6.367 -1.824 -2.038
H 4.893 -2.207 -2.693
```

Mulliken atomic charge list, values in e, 5 entries: Cr -0.74; N -0.34; C 0.54; S -0.58; N -1.45

***

[13]
The following is a DFT calculation (ωB97M-V/def2-TZVPD) of a structure of composition C21H13I2N3OPt.

The total charge is +2. For the HOMO energy (spin up / spin down), the calculation gives -14.256 / -14.563 eV. As for the spin multiplicity: 5.

XYZ file:
```
41
C21H13I2N3OPt | the Open Molecules 2025 dataset | ωB97M-V/def2-TZVPD
Pt 1.174 -1.807 -0.173
I 2.350 1.451 -4.177
C 0.488 0.663 -3.690
C -0.677 1.236 -4.273
C -1.946 0.835 -3.802
I -3.607 1.280 -5.015
C -2.019 0.004 -2.597
C -3.192 -0.131 -1.827
C -3.180 -0.846 -0.712
C -1.982 -1.525 -0.325
N -0.911 -1.392 -1.065
C -0.838 -0.540 -2.133
C 0.457 -0.333 -2.672
O 1.498 -1.021 -2.206
H -0.619 1.983 -5.134
H -4.079 0.299 -2.272
H -4.081 -1.016 -0.139
H -1.982 -2.107 0.585
C 0.360 4.048 0.052
C -0.470 3.435 0.982
C -0.162 2.174 1.368
C 0.925 1.550 0.755
C 1.851 2.187 -0.024
C 1.583 3.478 -0.368
N 1.079 0.123 1.036
N 1.010 -0.164 2.211
C 1.269 -1.457 2.629
C 1.420 -1.779 3.944
C 1.972 -2.953 4.372
C 1.458 -3.930 3.472
C 1.244 -3.880 2.200
C 1.272 -2.580 1.720
H 0.111 4.996 -0.482
H -1.255 4.068 1.516
H -0.749 1.591 2.063
H 2.828 1.731 -0.352
H 2.285 3.859 -1.168
H 1.151 -0.994 4.599
H 1.952 -3.041 5.478
H 1.074 -4.820 4.098
H 0.940 -4.670 1.526
```

Mulliken atomic charge list, values in e, 5 entries: Pt 0.72; I 0.24; C -0.33; C -0.57; C -0.65

***

no.,E (hartree)
1,-777.4435
2,-3135.9501
3,-1047.2493
4,-4082.5974
5,-382.6465
6,-1286.8762
7,-417.4202
8,-326.6368
9,-1010.5808
10,-382.6630
11,-5165.3582
12,-6603.4896
13,-1761.4006